Formula: C4H6N2O2
Source: OMol25
Level of theory: ωB97M-V with the def2-TZVPD basis set

Computed properties:
SMILES string ... O=C1NOC[C@@H]2N[C@@H]12
Energy ... -415.81998 a.u.
Energy relative to the best compared isomer or geometry (same formula, charge and spin) ... 6.0040 eV
E_HOMO ... -9.60 eV

Element x y z (Å)
C1 -1.0540 -0.5106 -0.1353
C2 1.1612 1.2987 0.2926
C3 1.1516 -0.2099 0.4689
C4 0.3738 -0.8526 -0.5185
H1 -1.7488 1.1228 0.7355
H2 1.2053 1.7153 1.3546
H3 1.8976 1.7604 -0.4095
H4 0.7284 -0.3817 1.4655
H5 2.3821 -1.5027 -0.7749
H6 0.4183 -0.5275 -1.5610
N1 -1.2383 0.8382 -0.1507
N2 1.5508 -1.5710 0.0046
O1 -1.9763 -1.1282 0.3065
O2 -0.1320 1.7019 -0.3608

***

Formula: C33H49N6OPPdS
Source: OMol25
Level of theory: ωB97M-V with the def2-TZVPD basis set

Computed properties:
Charge ... +2
Energy ... -2557.70875 a.u.
Energy relative to the best compared isomer or geometry (same formula, charge and spin) ... 0.7737 eV
E_HOMO (spin up / spin down) ... -13.98 / -13.97 eV

Element x y z (Å)
Pd1 -1.4121 1.5821 -0.0962
N1 -2.5881 3.4335 0.1794
C1 -2.6736 4.2816 -1.0351
C2 -3.4970 3.6247 -2.1273
C3 -2.7922 2.4836 -2.8384
N2 -2.5711 1.3307 -1.9345
H1 -3.5218 3.2602 0.5392
H2 -2.0967 3.9393 0.9093
H3 -1.6595 4.4632 -1.3889
H4 -3.1080 5.2468 -0.7789
H5 -3.7440 4.3850 -2.8693
H6 -4.4502 3.2728 -1.7141
H7 -1.8266 2.8195 -3.2154
H8 -3.3790 2.1713 -3.7009
H9 -2.0684 0.5877 -2.4146
H10 -3.4724 0.9401 -1.6757
S1 4.9891 4.2319 3.1278
N3 4.5193 4.3237 1.5933
C4 3.3286 3.7508 1.5358
C5 2.5153 3.6050 0.3392
C6 2.9245 4.0492 -0.9196
C7 2.1016 3.8379 -2.0000
C8 0.8795 3.2034 -1.7905
N4 0.4653 2.8081 -0.5949
C9 1.2747 2.9832 0.4615
C10 0.8064 2.4660 1.7600
N5 -0.3987 1.8498 1.8166
C11 -0.8344 1.3650 2.9727
C12 -0.1056 1.4596 4.1496
C13 1.1191 2.0837 4.1154
C14 1.5900 2.5978 2.9058
C15 2.8769 3.2644 2.7829
N6 3.7283 3.4727 3.7734
H11 3.8861 4.5388 -1.0193
H12 2.3850 4.1501 -2.9967
H13 0.2192 3.0037 -2.6240
H14 -1.8084 0.8926 2.9628
H15 -0.5055 1.0476 5.0658
H16 1.7287 2.1930 5.0044
O1 -0.1926 -0.0936 -0.6760
P1 -0.0654 -1.4535 0.0337
C16 0.0955 -2.8073 -1.1561
C17 -0.9635 -2.7587 -2.2811
C18 -0.6297 -1.7361 -3.3705
C19 0.7601 -1.9940 -4.0036
C20 1.5288 -3.0891 -3.2652
C21 1.5376 -2.8342 -1.7586
C22 -1.4569 -1.7041 1.2251
C23 -1.8661 -3.1639 1.5317
C24 -2.8950 -3.7428 0.5603
C25 -4.1077 -2.8240 0.4079
C26 -3.6831 -1.4224 -0.0304
C27 -2.6939 -0.8365 0.9689
C28 1.3617 -1.3667 1.1626
C29 2.5847 -0.5801 0.6042
C30 3.8380 -1.4457 0.4991
C31 4.2243 -2.0454 1.8581
C32 2.9932 -2.4954 2.6751
C33 1.7681 -2.7123 1.7850
H17 -0.0656 -3.7062 -0.5509
H18 -1.9543 -2.5681 -1.8787
H19 -1.0081 -3.7531 -2.7296
H20 -0.6379 -0.7381 -2.9252
H21 -1.4086 -1.7701 -4.1320
H22 1.3506 -1.0752 -3.9763
H23 0.6554 -2.2695 -5.0528
H24 2.5573 -3.1216 -3.6242
H25 1.0951 -4.0699 -3.4762
H26 2.0440 -1.8801 -1.5926
H27 2.1236 -3.6069 -1.2633
H28 -0.9842 -1.3159 2.1302
H29 -2.2920 -3.1773 2.5388
H30 -0.9835 -3.8063 1.5647
H31 -3.2150 -4.7168 0.9307
H32 -2.4391 -3.9168 -0.4162
H33 -4.6330 -2.7521 1.3668
H34 -4.8119 -3.2434 -0.3109
H35 -4.5583 -0.7711 -0.1054
H36 -3.2212 -1.4723 -1.0227
H37 -3.2067 -0.6923 1.9253
H38 -2.3774 0.1753 0.6249
H39 0.9334 -0.7538 1.9635
H40 2.8004 0.2443 1.2933
H41 2.3482 -0.1140 -0.3549
H42 4.6607 -0.8453 0.1088
H43 3.6762 -2.2496 -0.2199
H44 4.7967 -1.3168 2.4344
H45 4.8859 -2.8950 1.6894
H46 2.7406 -1.7390 3.4254
H47 3.2162 -3.4124 3.2188
H48 0.9479 -3.1208 2.3789
H49 2.0019 -3.4441 1.0063

***

Formula: C21H21FN4O5S2
Source: OMol25
Level of theory: ωB97M-V with the def2-TZVPD basis set

Computed properties:
SMILES string ... CCOC(=O)c1c(NC(=O)CSc2nnc(CNc3ccc(F)cc3)o2)sc(C(C)=O)c1C
Energy ... -2304.34013 a.u.
Energy relative to the best compared isomer or geometry (same formula, charge and spin) ... 0.7808 eV
E_HOMO ... -8.21 eV

Element x y z (Å)
C1 -2.1112 -3.1318 2.6520
C2 -0.9903 -2.1186 2.5166
H1 -0.6998 -1.7038 3.4884
H2 -0.0999 -2.5623 2.0558
O1 -1.4508 -1.0579 1.6795
C3 -0.6890 0.0267 1.6191
O2 0.3507 0.1405 2.2464
C4 -1.2107 1.0816 0.7458
C5 -0.4481 2.2197 0.5215
N1 0.7978 2.4523 1.0389
C6 1.4600 3.6060 0.7731
O3 0.9736 4.4859 0.0923
C7 2.8573 3.6878 1.3513
H3 3.0276 2.9771 2.1560
H4 3.0755 4.7095 1.6579
S1 4.0477 3.3305 0.0069
C8 3.7635 1.6357 -0.1039
N2 3.1439 0.8847 0.7552
N3 3.1561 -0.3640 0.2512
C9 3.7737 -0.3216 -0.8786
O4 4.1980 0.9364 -1.1749
C10 3.9882 -1.4559 -1.8240
N4 3.2909 -2.6485 -1.4267
C11 1.9136 -2.6607 -1.2547
C12 1.0663 -1.6983 -1.8038
C13 -0.3063 -1.8088 -1.6755
C14 -0.8344 -2.8928 -1.0034
C15 -0.0219 -3.8596 -0.4396
C16 1.3456 -3.7340 -0.5631
H5 1.9923 -4.4794 -0.1244
H6 -0.4604 -4.6936 0.0853
F1 -2.1781 -3.0174 -0.8902
H7 -0.9635 -1.0633 -2.0952
H8 1.4661 -0.8511 -2.3376
H9 3.7727 -3.1836 -0.7183
H10 5.0580 -1.6777 -1.8891
H11 3.6586 -1.1460 -2.8228
H12 1.1772 1.6721 1.5942
S2 -1.2107 3.3490 -0.5112
C17 -2.6041 2.2948 -0.6631
C18 -2.4608 1.1311 0.0644
C19 -3.4957 0.0694 0.1609
H13 -4.3889 0.3632 -0.3798
H14 -3.1191 -0.8640 -0.2494
H15 -3.7393 -0.1143 1.2053
C20 -3.7339 2.7265 -1.4806
O5 -4.7226 2.0465 -1.6698
C21 -3.5921 4.1021 -2.0883
H16 -3.4750 4.8456 -1.3030
H17 -4.4771 4.3295 -2.6767
H18 -2.7107 4.1414 -2.7245
H19 -1.7654 -3.9854 3.2275
H20 -2.9640 -2.6857 3.1567
H21 -2.4312 -3.4655 1.6695